C31H24Cl3N6O3S3V | ωB97M-V/def2-TZVPD

- E (eV) = -143383.3495
- highest occupied orbital energy (spin up / spin down) (eV) = -2.747 / -4.978
- LUMO energy (spin up / spin down) (eV) = 2.4 / 2.2
- expectation value of S² = 3.786
- 2S+1 = 4
- total charge = -1

Last column: Löwdin charge in e.
Cartesian coordinates (Å):
V (-1.40, -0.39, -0.08)  0.78
C (-0.26, -4.18, 4.02)  -0.41
S (-1.59, -3.01, 4.33)  0.80
C (-1.88, -2.44, 2.69)  -0.98
S (-3.13, -1.19, 2.62)  0.86
N (-1.23, -2.96, 1.73)  -0.03
N (-1.36, -2.40, 0.48)  -0.17
C (-1.11, -3.20, -0.56)  -0.10
C (-1.45, -2.68, -1.82)  -0.28
C (-1.28, -3.35, -3.05)  -0.04
C (-1.88, -2.85, -4.17)  -0.10
C (-2.67, -1.69, -4.08)  -0.08
C (-2.72, -1.02, -2.88)  -0.14
N (-2.08, -1.45, -1.78)  -0.01
H (0.06, -4.54, 5.00)  0.03
H (-0.62, -5.00, 3.41)  0.03
H (0.56, -3.67, 3.50)  0.02
H (-0.72, -4.20, -0.41)  0.12
H (-0.69, -4.26, -3.07)  0.11
H (-1.76, -3.36, -5.12)  0.09
H (-3.21, -1.30, -4.94)  0.09
H (-3.28, -0.11, -2.77)  0.11
C (6.42, 2.15, -0.82)  -0.06
C (5.25, 1.31, -0.37)  -0.28
C (4.80, 0.22, -1.12)  -0.04
C (3.72, -0.54, -0.71)  -0.08
C (3.06, -0.24, 0.48)  -0.25
C (3.51, 0.83, 1.25)  -0.04
C (4.59, 1.59, 0.82)  -0.04
S (1.71, -1.35, 0.94)  0.59
O (1.54, -2.15, -0.24)  -0.35
O (2.12, -2.01, 2.15)  -0.31
N (0.37, -0.45, 1.14)  -0.19
C (0.27, 0.30, 2.34)  -0.24
C (1.02, 0.23, 3.50)  -0.04
C (0.78, 1.11, 4.58)  -0.08
C (-0.20, 2.05, 4.54)  -0.06
C (-1.04, 2.12, 3.41)  -0.16
C (-2.12, 3.01, 3.29)  -0.01
C (-2.89, 2.97, 2.17)  -0.03
C (-2.62, 2.04, 1.16)  -0.11
N (-1.61, 1.20, 1.23)  -0.01
C (-0.81, 1.23, 2.33)  -0.16
H (6.70, 1.91, -1.85)  0.07
H (7.29, 1.99, -0.18)  0.08
H (6.17, 3.21, -0.78)  0.08
H (5.30, -0.02, -2.06)  0.11
H (3.38, -1.38, -1.30)  0.10
H (3.02, 1.09, 2.17)  0.09
H (4.92, 2.42, 1.43)  0.11
H (1.79, -0.52, 3.59)  0.09
H (1.41, 1.03, 5.46)  0.10
H (-0.38, 2.72, 5.38)  0.10
H (-2.32, 3.70, 4.09)  0.12
H (-3.74, 3.63, 2.05)  0.11
H (-3.23, 1.97, 0.28)  0.10
Cl (0.08, 2.93, -6.61)  0.61
C (-0.51, 2.44, -5.04)  -0.68
C (0.25, 1.57, -4.26)  -0.13
C (-0.24, 1.21, -3.02)  -0.53
Cl (0.63, 0.12, -2.01)  0.87
C (-1.46, 1.66, -2.48)  -0.50
O (-1.88, 1.31, -1.32)  -0.22
C (-2.18, 2.53, -3.33)  -0.58
Cl (-3.72, 3.11, -2.77)  0.67
C (-1.72, 2.91, -4.58)  -0.15
H (1.19, 1.19, -4.62)  0.11
H (-2.32, 3.57, -5.20)  0.10
N (-4.33, -0.81, 0.21)  0.02
C (-3.19, -0.80, 0.78)  -0.63
H (-5.11, -1.07, 0.81)  0.02